[1]
DFT (wB97M-V/def2-TZVPD) results for C39H32N12O3RuS3 as an isolated structure.

Its energy above the lowest of the compared OMol25 structures with the same formula, charge and spin is 0.936 eV. For the total energy, the calculation gives -100067.714 eV. As for the net charge: +1. The calculation puts the molar mass at 914.0 g mol⁻¹. As for the spin multiplicity: 6. The HOMO energy (spin up / spin down) is -0.3654 / -0.3670 Eh.

CARTESIAN COORDINATES (ANGSTROEM)
Ru1 0.4988 0.0412 -2.0389
C1 -1.9005 2.3630 -3.9955
C2 -0.5652 2.8509 -3.5146
C3 -0.3640 4.2372 -3.3344
C4 0.8856 4.7162 -3.0869
C5 1.9811 3.8299 -3.0941
C6 3.3238 4.2753 -3.0552
C7 4.3585 3.3919 -3.2227
C8 4.1005 2.0316 -3.4145
C9 2.7985 1.5381 -3.4019
S1 2.4999 -0.1341 -3.6317
C10 1.7052 2.4573 -3.2456
N1 0.4281 1.9805 -3.3749
H1 -2.1734 2.9374 -4.8831
H2 -2.6918 2.5189 -3.2603
H3 -1.8520 1.3126 -4.2588
H4 -1.2125 4.9061 -3.4261
H5 1.0568 5.7775 -2.9473
H6 3.5199 5.3348 -2.9241
H7 5.3833 3.7427 -3.2152
H8 4.9142 1.3337 -3.5540
C11 -5.0950 0.8243 -0.7270
N2 -3.8969 0.3210 -1.4112
C12 -2.6236 0.7046 -1.2850
N3 -1.8631 -0.0433 -2.0652
C13 -2.7515 -0.8896 -2.6584
N4 -3.9925 -0.7153 -2.2730
C14 -4.9945 0.7144 0.7763
C15 -5.3969 1.7611 1.5937
C16 -5.2876 1.6513 2.9756
C17 -4.7279 0.5229 3.5468
C18 -4.3012 -0.5200 2.7271
C19 -4.4652 -0.4343 1.3492
C20 -3.5582 -1.6407 3.2998
N5 -3.2600 -1.8751 4.5304
N6 -2.3978 -2.9660 4.5270
C21 -2.2439 -3.3036 3.2922
O1 -2.9521 -2.5094 2.4581
C22 -1.3643 -4.3134 2.7135
C23 -0.5090 -5.0513 3.5287
C24 0.3750 -5.9454 2.9514
C25 0.4195 -6.0990 1.5695
C26 -0.4401 -5.3723 0.7579
C27 -0.3888 -5.5024 -0.7460
N7 0.1512 -4.3070 -1.4045
C28 -0.4592 -3.1621 -1.6929
N8 0.4139 -2.3058 -2.2029
C29 1.5903 -3.0110 -2.1669
N9 1.4649 -4.2290 -1.7068
C30 -1.3363 -4.4878 1.3373
H9 -5.9113 0.2185 -1.1134
H10 -5.2706 1.8556 -1.0248
H11 -2.2871 1.4934 -0.6272
H12 -2.4624 -1.6318 -3.3889
H13 -5.8027 2.6665 1.1535
H14 -5.6145 2.4681 3.6070
H15 -4.5923 0.4425 4.6189
H16 -4.1403 -1.2574 0.7205
H17 -0.5419 -4.9033 4.6015
H18 1.0475 -6.5187 3.5774
H19 1.1304 -6.7845 1.1219
H20 -1.3823 -5.6809 -1.1515
H21 0.2599 -6.3198 -1.0390
H22 -1.5141 -2.9885 -1.5487
H23 2.5391 -2.6117 -2.4883
H24 -2.0187 -3.9131 0.7197
N10 5.1452 4.4650 3.4187
C31 4.8304 3.4070 2.6058
C32 4.2669 3.6226 1.3367
C33 3.9417 2.5542 0.5292
C34 4.1684 1.2539 0.9679
C35 4.7216 1.0239 2.2211
C36 5.0520 2.0919 3.0315
S2 3.7112 -0.0868 -0.0694
O2 3.9487 -1.2963 0.6707
O3 4.3476 0.0741 -1.3475
N11 2.1045 0.1304 -0.3592
C37 1.1887 -0.0922 0.6258
S3 1.4461 -0.6885 2.2422
C38 -0.2521 -0.5392 2.5504
C39 -0.8886 -0.1099 1.4484
N12 -0.0837 0.1363 0.3477
H25 5.0985 5.4028 3.0708
H26 5.6478 4.3126 4.2717
H27 4.0938 4.6387 0.9947
H28 3.5012 2.7134 -0.4490
H29 4.8996 0.0060 2.5452
H30 5.4882 1.9163 4.0094
H31 -0.6639 -0.7840 3.5193
H32 -1.9564 0.0541 1.3645

Atomic partial charges in e from the Mulliken method, atoms 1 to 6:
1 Ru 0.10
2 C -1.55
3 C 0.70
4 C -0.77
5 C -0.98
6 C 1.19



[2]
DFT (wB97M-V/def2-TZVPD) results for an isolated ion of composition C2H6B and charge -1 at a distorted geometry.

For the total energy, the calculation gives -2845.049 eV. As for the net charge: -1. The calculation puts the molar mass at 40.9 g mol⁻¹. As for the spin multiplicity: 1. The HOMO energy is -0.0797 Eh.

CARTESIAN COORDINATES (ANGSTROEM)
B1 -0.1191 -0.9750 0.7026
C1 0.0777 0.5824 0.2171
C2 0.0393 0.9333 -1.1118
H1 -0.9655 -1.0402 1.5941
H2 -0.3875 -1.6518 -0.2726
H3 0.9857 -1.2477 1.1516
H4 0.2878 1.3070 1.0130
H5 -0.8709 0.8235 -1.6873
H6 0.9524 1.2686 -1.6066

Atomic partial charges in e from the Mulliken method, atoms 1 to 6:
1 B -0.18
2 C -0.46
3 C -0.63
4 H -0.18
5 H -0.17
6 H -0.13